10 unconnected molecules or ions with the total composition C5H32N2O10 in a non-equilibrium geometry. Source: the Open Molecules 2025 dataset; level of theory: ωB97M-V/def2-TZVPD.

## Properties
M ... 280.3 Da
HOMO energy ... -8.44 eV
Lowest unoccupied orbital energy ... 0.032 eV
SMILES ... CNC[C@@H](N)[C@@H](C)O.O.O.O.O.O.O.O.O.O
Energy relative to the best compared isomer or geometry (same formula, charge and spin) ... 433.84 kJ/mol

Last columns: bonded neighbours and bond lengths (Å).
Cartesian coordinates (Å):
1 C 0.756 3.489 -0.793  N2 1.474, H9 1.114, H10 1.118, H11 1.115
2 N 0.317 2.357 0.042  C1 1.474, C3 1.439, H12 0.983
3 C 1.322 1.577 0.714  N2 1.439, C4 1.541, H13 1.159, H14 1.159
4 C 2.063 0.567 -0.184  C3 1.541, N5 1.427, C6 1.571, H15 1.125
5 N 3.021 -0.286 0.443  C4 1.427, H16 0.981, H17 0.999
6 C 1.041 -0.204 -1.093  C4 1.571, C7 1.517, O8 1.445, H18 1.127
7 C 1.694 -1.053 -2.169  C6 1.517, H19 1.102, H20 1.071, H21 1.074
8 O 0.351 -1.211 -0.320  C6 1.445, H22 0.980
9 H 0.503 3.232 -1.847  C1 1.114
10 H 0.218 4.422 -0.492  C1 1.118
11 H 1.858 3.625 -0.696  C1 1.115
12 H -0.344 1.809 -0.436  N2 0.983
13 H 0.664 0.938 1.423  C3 1.159
14 H 2.029 2.305 1.275  C3 1.159
15 H 2.577 1.224 -0.937  C4 1.125
16 H 2.917 -1.234 0.209  N5 0.981
17 H 3.271 -0.227 1.409  N5 0.999
18 H 0.107 0.382 -1.327  C6 1.127
19 H 1.561 -2.038 -1.694  C7 1.102
20 H 1.156 -1.178 -3.086  C7 1.071
21 H 2.719 -0.857 -2.422  C7 1.074
22 H 0.015 -0.872 0.536  O8 0.980
23 O -4.192 0.317 -1.953  H24 0.983, H25 0.940
24 H -3.684 1.096 -2.272  O23 0.983
25 H -4.114 0.355 -1.016  O23 0.940
26 O 2.531 0.313 3.581  H27 0.945, H28 0.966
27 H 3.360 -0.063 3.835  O26 0.945
28 H 2.041 -0.342 3.069  O26 0.966
29 O 1.240 -2.451 2.896  H30 0.972, H31 1.010
30 H 1.304 -3.388 2.650  O29 0.972
31 H 0.669 -2.286 2.079  O29 1.010
32 O -0.210 -4.501 -1.750  H33 0.958, H34 0.990
33 H -0.375 -3.693 -1.263  O32 0.958
34 H 0.552 -4.871 -1.238  O32 0.990
35 O -2.448 -2.441 -3.111  H36 0.945, H37 0.951
36 H -2.054 -3.250 -2.824  O35 0.945
37 H -3.106 -2.124 -2.502  O35 0.951
38 O -0.860 -0.947 2.491  H39 0.957, H40 0.950
39 H -1.650 -1.253 2.935  O38 0.957
40 H -0.401 -0.583 3.239  O38 0.950
41 O -1.406 1.542 3.268  H42 0.954, H43 0.955
42 H -0.761 1.789 2.610  O41 0.954
43 H -1.146 1.976 4.078  O41 0.955
44 O -3.249 1.465 0.233  H45 0.962, H46 0.995
45 H -3.346 2.420 0.163  O44 0.962
46 H -3.720 1.193 1.066  O44 0.995
47 O -1.539 1.291 -2.966  H48 0.948, H49 0.985
48 H -1.075 0.824 -2.283  O47 0.948
49 H -2.176 0.842 -3.568  O47 0.985